Record 1
Below is a cluster of 2 separate species, C9H9Br2NS in total, with properties calculated with ωB97M-V with the def2-TZVPD basis set.

Each line ends with the Mulliken charge.
Element x y z (Å)
C  0.2856  -2.0573  2.4011  -0.20
C  0.5302  -2.9967  1.4887  -0.68
C  -0.1076  -0.7531  2.1771  -0.83
C  0.2718  -2.6016  0.1684  -0.24
C  -0.2746  -0.3437  0.8267  0.11
C  -0.2079  -1.3673  -0.1628  0.55
C  -0.6393  0.9762  -0.9978  0.00
C  -1.4764  2.0476  -1.5834  -0.61
C  1.3067  1.7337  -1.5399  -0.73
N  -0.6684  0.8989  0.3539  -0.16
S  -0.5422  -0.7108  -1.7283  -0.22
Br  -1.1344  3.7374  -0.6321  -0.18
Br  1.6716  2.3320  -3.2488  -0.12
H  0.4567  -2.3641  3.4320  0.29
H  0.7627  -4.0821  1.7613  0.30
H  -0.1711  -0.1177  3.0472  0.36
H  0.4667  -3.4083  -0.5478  0.30
H  -2.5425  1.8745  -1.6347  0.47
H  -1.0939  2.1619  -2.5468  0.42
H  1.9687  0.9300  -1.1955  0.37
H  1.4987  2.4085  -0.7676  0.45
H  -0.3612  1.7019  0.9291  0.36

Electronic energy   -5949.2388 a.u.
HOMO-LUMO gap   7.954 eV
HOMO energy   -7.45 eV

Record 2
Below is a structure of composition C9H9Cl5O5PRuSe, with properties calculated with ωB97M-V with the def2-TZVPD basis set.

Each line ends with the Mulliken charge.
Element x y z (Å)
Ru  -0.5277  -0.1468  -0.9089  0.63
Cl  0.4287  -3.4016  0.5225  -0.12
C  1.0504  -2.8108  -0.9443  0.24
C  0.6825  -1.5536  -1.4289  -0.34
C  1.2379  -1.0870  -2.6169  1.35
Cl  0.6573  0.5238  -3.0016  -0.06
C  2.1241  -1.7961  -3.3861  -0.42
Cl  2.7486  -1.1550  -4.8361  -0.15
C  2.4772  -3.0685  -2.9018  0.66
Cl  3.5683  -4.0071  -3.8024  -0.11
C  1.9539  -3.5683  -1.6957  0.05
Cl  2.4288  -5.1130  -1.1479  -0.13
O  -3.6333  0.7042  0.4301  -0.60
Se  -3.1125  -0.6918  -0.1471  1.33
O  -4.0678  -1.9221  -0.3910  -0.52
O  -2.1809  -0.2467  -1.6657  -0.58
O  -1.6072  -1.0586  0.5513  -0.49
C  -1.5980  3.0987  1.3982  -1.01
P  -0.2479  1.9504  1.5393  1.19
C  -0.6254  0.7401  2.7890  -1.05
C  1.2492  2.8066  1.9967  -1.14
O  0.0481  1.3630  0.1097  -0.86
H  -1.7723  3.5815  2.3606  0.40
H  -2.4921  2.5491  1.0969  0.24
H  -1.3564  3.8542  0.6510  0.35
H  -0.6343  1.2554  3.7519  0.44
H  0.1313  -0.0438  2.8062  0.35
H  -1.6017  0.2991  2.6024  0.26
H  1.1127  3.3065  2.9562  0.39
H  1.4911  3.5471  1.2352  0.35
H  2.0673  2.0911  2.0773  0.37

Electronic energy   -5862.8444 a.u.
Charge   +1
HOMO-LUMO gap (spin up / spin down)   7.020 / 7.022 eV
Relative energy (zero: lowest compared OMol25 entry of this formula, charge and spin)   0.0 kJ/mol
HOMO energy (spin up / spin down)   -12.76 / -12.76 eV

Look up the electronic energy of the second one.
-5862.8444 a.u.

The lowest electronic energy belongs to which entry?
C9H9Br2NS

Which of these has the highest electronic energy?
C9H9Cl5O5PRuSe